(1)
Entry from the OMol25 dataset: a 2-piece molecular cluster, C12H18FN2O6S2 overall (ωB97M-V/def2-TZVPD).

HOMO-LUMO gap in Ha: 0.3071
Multiplicity: 1
Net charge: -1

Positions of all 41 atoms, in Å:
H -0.86369 3.97081 1.23174
H -4.99518 -3.33716 0.47906
N -0.67982 3.77662 -0.91950
H 0.11249 1.65171 1.99978
C -3.75222 -2.12267 2.34161
H 0.59162 0.86406 -2.55612
O -4.95054 -1.33224 2.23350
S 1.19079 -0.76309 0.11307
C 4.13576 1.15685 -0.30147
C -0.51606 3.26228 0.38965
O 4.28012 -2.09270 -0.24211
H -0.43962 3.26446 -3.04767
C -2.70295 -1.66327 1.35090
H 4.31884 0.47380 0.59538
N 1.81077 -1.55836 -1.26298
C -0.29528 2.90383 -1.97007
H 5.02893 0.34593 -2.20875
C -5.94473 -1.58348 1.36700
H 4.97305 2.92067 -1.37484
C 0.51646 0.92009 -0.23466
C 0.04991 1.92283 0.88831
O -0.00349 -1.59412 0.58503
H -6.64248 -3.03729 -0.00920
H 3.21436 0.86812 -2.32903
H 6.23745 1.64718 -0.93249
H -3.04133 -1.78685 0.32032
H -5.34706 -1.98926 -0.63417
H 3.17344 1.77405 -0.21305
H -3.97659 -3.18813 2.25304
H -2.48699 -0.60081 1.48776
O -6.99637 -0.98640 1.45585
H -1.77936 -2.22748 1.47999
C 4.00710 0.31691 -1.69432
O 3.90774 -2.21108 -2.64131
F 5.65929 2.93309 0.68228
C -5.69887 -2.54256 0.23734
S 3.51912 -1.45022 -1.37199
C 0.29974 1.52242 -1.65888
O 2.13932 -0.68568 1.28970
H -3.37841 -1.96932 3.35683
C 5.32476 2.22645 -0.53553

(2)
Entry from the OMol25 dataset: a 3-piece molecular cluster, C12H18FN3O4 overall (ωB97M-V/def2-TZVPD).

HOMO-LUMO gap in Ha: 0.4024
SMILES: N#COOC(=O)OCCF.CCCC#N.CCCC#N
Multiplicity: 1

Positions of all 38 atoms, in Å:
H 0.33507 1.44207 1.38510
H -4.61651 2.50157 -1.67388
H 1.30782 -4.96028 -2.34000
H 2.37764 -5.62942 -1.12059
C 2.67295 -3.32445 0.30918
C -4.19504 2.48923 -0.68105
O -3.01685 5.26716 -2.11558
C -4.22638 3.86322 -0.01238
F -2.93431 1.97888 -0.71515
O -0.57719 4.18713 -0.01509
C -1.05652 0.20104 2.33602
H 0.75779 -4.02279 -0.12259
C 1.82793 -0.48803 2.75753
C 3.33290 -4.25114 -2.46526
C 0.58445 3.68342 -0.16653
N 1.62536 3.18984 -0.23287
H -4.52693 3.74464 1.01154
C -0.04773 0.42671 1.29627
H -0.52850 0.33481 0.32166
N -1.84424 0.02435 3.15227
H -4.80660 1.81882 -0.09303
H 3.10686 -3.34066 -3.02339
C 2.12468 -4.71474 -1.65928
H 1.81027 -0.40827 0.61354
H 3.63226 -5.01812 -3.17912
H 2.23786 0.51265 2.90756
O -1.16766 4.30508 -1.33188
C -2.46012 4.74442 -1.19064
H 0.70847 -1.59434 1.29795
C 1.09959 -0.58271 1.42354
H -4.97280 4.47410 -0.49747
H 1.16163 -0.71383 3.59170
C 1.63014 -3.65823 -0.66540
H 2.65084 -1.20002 2.79022
O -2.95775 4.50356 0.02550
N 3.51019 -3.09066 1.05861
H 4.18926 -4.05154 -1.82020
H 1.34248 -2.74516 -1.18881

(3)
Entry from the OMol25 dataset: a 4-piece molecular cluster, C12H18FO9 overall (ωB97M-V/def2-TZVPD).

HOMO-LUMO gap in Ha: 0.3268
Multiplicity: 1
Net charge: -1

Positions of all 40 atoms, in Å:
H 0.01042 -2.55986 -1.30490
O 3.27068 -0.84325 2.53456
C -0.54499 -4.11872 1.27967
O 3.57251 -0.31293 4.69469
H 5.00115 2.18010 1.89215
C -1.96943 2.60455 -4.00763
H 3.43545 3.19736 1.98109
O -1.54802 -3.24341 1.37577
F 0.66663 0.23366 -1.13587
H -0.85549 0.00245 -2.88595
O 0.23508 -3.89678 0.29013
H 3.64320 0.00086 0.68647
C 0.08355 -2.65920 -0.22506
H -1.28929 1.49267 -1.27581
H -0.50228 -0.52867 1.71427
H -3.54447 0.35858 -0.48570
C -1.32487 -2.20295 0.43502
H -1.96831 -1.94160 -0.33528
H -4.52126 0.68662 -1.99436
O -1.63804 1.30985 -4.35120
C 2.95243 -0.15496 1.33450
C 3.13505 -0.08295 3.53446
H -2.32186 -0.89233 1.65441
H -2.52555 -0.05979 -3.62965
C 2.73698 1.26070 1.83220
H 1.98052 -0.62800 0.86849
H 1.90188 1.73542 1.48337
H 1.02933 -2.02960 0.16398
C -1.37407 -0.78706 1.14741
H -4.01345 1.72681 -0.71901
O -2.05149 3.53174 -4.81684
H 3.84548 2.66184 0.50907
C -2.27909 1.43760 -2.04530
O -2.37119 2.70987 -2.76788
C 3.82730 2.19588 1.51645
C -3.62583 1.14034 -1.40102
O 2.58729 1.03092 3.19434
H -1.34899 -0.03531 0.46700
C -1.82888 0.54189 -3.27665
O -0.46811 -5.06234 2.06865